C22H22N2O4 as an isolated structure at a distorted geometry, computed with ωB97M-V/def2-TZVPD.

Properties
- molecular weight (g mol⁻¹) = 378.43
- total charge = 0
- max |F| (hartree/bohr) = 0.2842
- frontier orbital gap (eV) = 7.3
- E (Eh) = -1261.370247
- energy relative to the best compared isomer or geometry (same formula, charge and spin) (kcal/mol) = 451.0

Last column: Mulliken charge in e.
Element x y z (Å)
O1 -0.0196 -1.5284 -2.5618  -0.584
C1 -0.2631 -1.4566 -1.4602  0.265
N1 -1.4241 -1.4312 -0.9401  -0.017
H1 -1.4380 -1.2802 0.1838  0.302
C2 -2.6302 -0.9732 -1.5355  -0.814
C3 -3.6658 -2.0190 -0.8017  -0.381
H2 -3.3124 -3.0530 -0.3882  0.261
H3 -4.4136 -2.1060 -1.7331  0.302
C4 -4.1020 -1.1631 0.2205  -0.785
H4 -5.3023 -1.3186 0.4156  0.268
H5 -3.5655 -1.6875 1.1155  0.241
C5 -3.6606 0.2682 -0.1169  -0.383
H6 -4.7695 1.0788 -0.0277  0.318
H7 -3.1298 0.5512 0.6899  0.124
C6 -3.0861 0.3299 -1.4682  -0.034
H8 -2.2965 0.9158 -1.3376  -0.254
H9 -3.9380 0.4665 -2.0775  0.402
H10 -2.3420 -1.4785 -2.4647  0.670
C7 0.9979 -1.5795 -0.5339  0.075
C8 2.3895 -1.7986 -0.9945  0.150
C9 3.5121 -0.7939 -1.1488  -0.213
C10 4.5388 -1.7177 -1.7882  -0.955
C11 3.8848 -2.8554 -2.2654  -0.226
O2 2.6464 -2.9737 -1.6214  -0.387
H11 4.3102 -3.5072 -3.0826  0.355
H12 5.3412 -1.2427 -2.1920  0.455
H13 3.4831 0.2160 -0.5447  0.239
N2 1.0672 -0.4863 0.3862  0.974
C12 1.4985 -0.6587 1.9337  0.548
O3 1.4971 -1.7690 2.3251  -0.589
C13 1.9059 0.5251 2.4766  0.254
C14 2.0563 0.7885 3.8865  -0.584
C15 2.4910 1.9296 4.1544  -0.424
C16 2.5991 2.6614 3.0228  -0.366
O4 2.2449 1.7640 2.0404  -0.256
H14 3.0099 3.3559 2.5304  0.611
H15 2.7491 2.5317 4.9950  0.472
H16 1.7609 -0.2912 4.8295  0.145
C17 0.5467 0.8007 0.0646  0.253
C18 0.9591 1.1909 -1.1596  -0.096
C19 0.1319 2.4410 -1.5023  -0.941
C20 -0.4808 3.0356 -0.6300  -0.441
C21 -0.8410 2.7678 0.5411  -0.549
C22 -0.3872 1.6311 1.0116  -1.214
H17 -0.4939 1.1842 1.8193  1.430
H18 -1.7478 3.3143 1.0606  0.261
H19 -1.1467 4.1930 -1.0832  -0.011
H20 0.3199 2.9378 -2.5474  0.260
H21 1.5150 0.7830 -1.9766  0.535
H22 1.0003 -2.4924 0.2805  0.331

=====

C29H41BrMoN8O7P as an isolated structure at a distorted geometry, computed with ωB97M-V/def2-TZVPD.

Properties
- molecular weight (g mol⁻¹) = 820.51
- multiplicity = 3
- <S²> = 2.010
- total charge = +1
- max |F| (hartree/bohr) = 0.0469
- frontier orbital gap (spin up / spin down) (eV) = 6.0 / 6.3
- E (Eh) = -5077.702749

Last column: Mulliken spin population.
Element x y z (Å)
Mo1 0.3225 -0.3814 0.4253  1.950
O1 2.4099 -3.2089 0.3697  -0.008
C1 2.4009 -2.0093 0.5065  0.050
O2 1.6889 -1.3812 1.4410  0.003
C2 3.2822 -1.1171 -0.3859  0.000
C3 3.4145 0.2811 0.2309  -0.015
C4 4.4854 1.0997 -0.5004  0.000
C5 3.7465 1.5056 -1.7997  0.001
C6 2.4279 0.7563 -1.6321  0.025
O3 2.1731 0.8870 -0.2080  0.010
C7 2.6630 -0.7668 -1.7930  0.025
C8 1.3322 -1.4378 -2.1395  -0.015
O4 -0.0091 -2.0827 -3.5631  0.000
O5 0.5046 -1.5518 -1.0538  0.021
H1 4.2339 -1.6329 -0.4898  0.000
H2 3.4797 0.2915 1.3138  -0.006
H3 5.3707 0.4970 -0.6929  0.000
H4 4.7806 1.9681 0.0840  0.000
H5 4.2679 1.2030 -2.7046  0.000
H6 3.5704 2.5791 -1.8390  0.000
H7 1.5860 1.1434 -2.1982  0.000
H8 3.3846 -0.9920 -2.5773  0.001
Br1 -3.8436 5.0820 -4.9235  0.000
C9 -2.8647 4.2055 -3.5640  0.003
C10 -2.5179 4.9154 -2.4218  -0.001
C11 -1.7707 4.2926 -1.4408  0.001
C12 -1.3958 2.9596 -1.5872  -0.002
C13 -1.7781 2.2496 -2.7239  0.005
C14 -2.5038 2.8755 -3.7218  -0.001
C15 -0.5906 2.3097 -0.5365  0.015
O6 0.0873 2.9669 0.2437  0.025
O7 -0.5999 0.9919 -0.5478  -0.012
H9 -2.8406 5.9400 -2.3031  0.000
H10 -1.4785 4.8341 -0.5511  0.000
H11 -1.4911 1.2080 -2.8231  -0.003
H12 -2.7964 2.3373 -4.6126  0.000
C16 1.0539 1.1241 5.4567  -0.002
N1 1.1632 2.2940 4.5897  0.006
C17 -0.0394 3.1099 4.7244  -0.001
N2 -1.2639 2.3593 4.4519  0.005
C18 -1.3155 1.1970 5.3331  -0.001
N3 -0.1470 0.3367 5.1964  0.009
C19 -0.0971 -0.2885 3.8845  0.003
P1 0.0417 0.9421 2.4647  -0.124
C20 1.4327 1.9401 3.2122  0.017
C21 -1.3899 2.0092 3.0543  0.013
H13 1.0254 1.4646 6.4932  0.000
H14 1.9321 0.4906 5.3187  0.000
H15 0.0228 3.9563 4.0383  0.000
H16 -0.0903 3.4802 5.7496  0.000
H17 -2.2176 0.6214 5.1167  0.000
H18 -1.3627 1.5514 6.3643  0.000
H19 -1.0044 -0.8820 3.7347  0.004
H20 0.7568 -0.9704 3.8413  0.000
H21 1.5601 2.8380 2.6068  0.000
H22 2.3495 1.3460 3.1671  0.001
H23 -2.3218 1.4586 2.8943  -0.003
H24 -1.4158 2.9157 2.4548  0.001
C22 -3.2717 -0.5124 -0.0730  0.016
N4 -2.8154 -1.8292 -0.4949  0.007
C23 -3.2202 -2.2301 -1.8378  0.000
C24 -1.8611 -2.5038 0.1745  -0.032
N5 -1.0409 -1.8632 1.0197  -0.003
N6 -1.8118 -3.8364 0.0188  0.005
C25 -0.6054 -4.5947 0.3157  0.002
C26 -2.9938 -4.6318 -0.2812  0.000
H25 -4.3532 -0.4651 -0.2040  0.000
H26 -2.8120 0.2805 -0.6613  -0.010
H27 -3.0331 -0.3601 0.9764  0.003
H28 -3.4190 -1.3301 -2.4172  0.001
H29 -4.1245 -2.8408 -1.8398  0.000
H30 -2.4117 -2.7674 -2.3309  0.000
H31 -0.5997 -2.5056 1.6673  0.022
H32 -0.6370 -5.0372 1.3159  0.000
H33 0.2783 -3.9718 0.2322  -0.003
H34 -0.5189 -5.4041 -0.4096  0.001
H35 -3.8952 -4.0849 -0.0138  0.000
H36 -2.9538 -5.5383 0.3219  0.000
H37 -3.0426 -4.9201 -1.3328  0.000
N7 2.1490 -1.3321 -4.8136  0.000
C27 2.2418 -2.5062 -4.2015  0.006
C28 1.2502 -2.6510 -3.0972  -0.010
N8 0.5365 -0.7174 -3.2446  -0.005
C29 1.3632 -0.3625 -4.3356  -0.003
H38 2.6700 -1.1688 -5.6645  0.000
H39 2.8088 -3.3120 -4.6334  0.000
H40 1.1477 -3.6530 -2.6884  0.001
H41 1.1709 0.5373 -4.8950  0.000

=====

C3HCdO3 as an isolated structure at a distorted geometry, computed with ωB97M-V/def2-TZVPD.

Properties
- molecular weight (g mol⁻¹) = 197.45
- multiplicity = 2
- <S²> = 0.752
- total charge = 0
- max |F| (hartree/bohr) = 0.1082
- frontier orbital gap (spin up / spin down) (eV) = 6.7 / 5.1
- E (Eh) = -508.118879
- energy relative to the best compared isomer or geometry (same formula, charge and spin) (kcal/mol) = 8.5

Last column: Mulliken spin population.
Element x y z (Å)
O1 0.2082 -0.9425 -0.5339  0.012
C1 -1.1620 -0.8782 -0.3036  0.001
H1 -1.7719 -1.5959 -0.8456  0.001
C2 -1.6737 0.2456 0.2020  -0.006
O2 -1.2820 1.4065 0.2887  0.007
C3 0.7927 0.2493 -0.2632  0.029
O3 1.7295 0.1344 0.5581  0.043
Cd1 3.1592 1.3808 0.8975  0.913

=====

C43H33N5O2P2ReSe2 as an isolated structure at a distorted geometry, computed with ωB97M-V/def2-TZVPD.

Properties
- molecular weight (g mol⁻¹) = 1057.84
- multiplicity = 2
- <S²> = 0.756
- total charge = +2
- max |F| (hartree/bohr) = 0.0216
- frontier orbital gap (spin up / spin down) (eV) = 5.5 / 5.4
- E (Eh) = -7646.005053

Last column: Mulliken spin population.
Element x y z (Å)
Re1 1.0942 1.1864 1.3678  0.930
C1 -0.9137 1.7183 3.7842  0.000
O1 0.4325 1.3421 3.3023  0.003
C2 1.4670 1.3309 4.2845  -0.017
C3 1.2117 1.2425 5.6362  -0.001
C4 2.3022 1.2459 6.4994  -0.002
C5 3.5976 1.3380 6.0131  0.001
C6 3.8370 1.4282 4.6518  -0.002
C7 2.7601 1.4185 3.7773  0.014
N1 2.8715 1.4957 2.3550  -0.023
N2 4.0314 1.6363 1.9113  0.001
C8 4.2364 1.8762 0.5754  0.008
C9 3.2321 2.1763 -0.3392  0.038
O2 1.9096 2.0320 -0.0396  0.007
C10 3.5216 2.6683 -1.6187  -0.013
C11 4.8273 2.8043 -2.0002  0.009
C12 5.8958 2.4620 -1.1393  -0.003
C13 7.2392 2.5869 -1.5623  0.005
C14 8.2598 2.2513 -0.7166  -0.003
C15 7.9721 1.7804 0.5771  0.003
C16 6.6800 1.6518 1.0150  -0.001
C17 5.6117 1.9938 0.1647  0.001
H1 -0.8134 2.6603 4.3176  0.000
H2 -1.2672 0.9173 4.4270  -0.001
H3 -1.5259 1.8249 2.8939  0.003
H4 0.2107 1.1795 6.0301  0.000
H5 2.1282 1.1824 7.5637  0.000
H6 4.4309 1.3441 6.7005  0.000
H7 4.8398 1.5099 4.2606  0.000
H8 2.7008 2.9258 -2.2713  -0.002
H9 5.0634 3.1824 -2.9858  0.000
H10 7.4451 2.9506 -2.5598  0.000
H11 9.2872 2.3461 -1.0377  0.000
H12 8.7852 1.5119 1.2371  0.000
H13 6.4804 1.2795 2.0084  0.000
Se1 -2.5689 -2.2722 -2.5303  0.000
P1 -3.6445 -0.6617 -1.7118  0.000
C18 -4.9990 -1.0831 -0.5945  0.001
C19 -6.1907 -0.3802 -0.4696  0.000
C20 -7.1424 -0.7925 0.4513  0.000
C21 -6.9078 -1.8963 1.2570  0.001
C22 -5.7092 -2.5910 1.1484  0.000
C23 -4.7624 -2.1909 0.2246  0.000
C24 -4.0866 0.6059 -2.9090  0.001
C25 -3.0323 1.3667 -3.4177  -0.001
C26 -3.2658 2.3192 -4.3893  0.000
C27 -4.5530 2.5112 -4.8776  0.000
C28 -5.5971 1.7346 -4.4001  0.000
C29 -5.3665 0.7795 -3.4202  0.000
C30 -2.4917 0.1783 -0.5946  0.017
C31 -1.2222 -0.1840 -0.2213  -0.027
N3 -0.7658 0.8168 0.5912  -0.009
N4 -1.7545 1.7168 0.7183  0.014
N5 -2.7747 1.3554 0.0246  0.014
P2 -0.1885 -1.6113 -0.4825  0.019
Se2 1.5662 -1.0729 0.9179  0.017
C32 0.6053 -1.6187 -2.0818  -0.007
C33 1.0717 -2.7659 -2.7155  0.002
C34 1.6918 -2.6567 -3.9494  -0.001
C35 1.8521 -1.4154 -4.5470  0.001
C36 1.4091 -0.2689 -3.9015  -0.003
C37 0.7932 -0.3637 -2.6663  0.006
C38 -0.8213 -3.0954 0.2995  -0.002
C39 -0.9048 -4.3425 -0.3124  0.000
C40 -1.4047 -5.4201 0.3990  0.000
C41 -1.8388 -5.2557 1.7068  0.000
C42 -1.7694 -4.0094 2.3132  0.000
C43 -1.2517 -2.9318 1.6166  -0.001
H14 -6.3813 0.5146 -1.0465  0.000
H15 -8.0688 -0.2424 0.5389  0.000
H16 -7.6570 -2.2164 1.9674  0.000
H17 -5.5237 -3.4556 1.7710  0.000
H18 -3.8468 -2.7613 0.1100  0.000
H19 -2.0208 1.2014 -3.0625  0.000
H20 -2.4466 2.9091 -4.7764  0.000
H21 -4.7370 3.2539 -5.6410  0.000
H22 -6.5954 1.8602 -4.7950  0.000
H23 -6.1891 0.1516 -3.1025  0.000
H24 0.9707 -3.7431 -2.2653  0.000
H25 2.0452 -3.5484 -4.4467  0.000
H26 2.3243 -1.3422 -5.5162  0.000
H27 1.5322 0.6994 -4.3666  0.000
H28 0.4368 0.5366 -2.1782  0.001
H29 -0.6351 -4.4780 -1.3499  0.000
H30 -1.4739 -6.3864 -0.0798  0.000
H31 -2.2374 -6.0995 2.2510  0.000
H32 -2.1150 -3.8761 3.3285  0.000
H33 -1.1986 -1.9621 2.1003  0.002